Model i:
The molecule C8H17NO. Source: OMol25; level of theory: wB97M-V/def2-TZVPD.

The geometry in XYZ format:
```
27
C8H17NO, DFT wB97M-V/def2-TZVPD
C 0.613 -1.723 0.596
C 1.454 -0.676 -0.255
C 0.770 0.617 -0.564
C -0.386 0.606 -1.551
C -1.793 0.298 -0.951
C -2.256 1.112 0.343
C -1.039 1.114 1.315
C 0.282 1.489 0.598
H 1.426 -1.373 2.395
H -0.134 -1.690 2.504
H -0.301 -1.823 0.009
H 1.030 -2.778 0.535
H 2.424 -0.655 0.138
H 2.643 -1.585 -1.659
H 1.537 1.132 -1.086
H -0.471 1.583 -1.902
H -0.356 -0.050 -2.522
H -2.483 0.367 -1.786
H -1.824 -0.827 -0.881
H -3.047 0.685 0.872
H -2.713 2.066 0.014
H -1.150 1.750 2.152
H -0.936 0.151 1.756
H 0.039 2.563 0.263
H 0.997 1.595 1.371
N 0.509 -1.224 1.920
O 1.736 -1.196 -1.599
```

The orbital gap comes out at 10.02 eV. Its SMILES is NC[C@@H](O)C1CCCCC1.

Model ii:
A structure of composition C8H17NO. Source: OMol25; level of theory: wB97M-V/def2-TZVPD.

The geometry in XYZ format:
```
27
C8H17NO, DFT wB97M-V/def2-TZVPD
C 1.340 0.264 0.140
C 1.982 -0.700 1.125
C 1.802 1.687 0.382
N 1.475 -0.113 -1.244
H 0.063 -0.274 0.277
H 2.166 0.414 -1.760
H 1.614 -1.107 -1.371
H 1.654 -1.725 0.945
H 1.683 -0.427 2.137
H 3.071 -0.673 1.030
H 1.532 2.017 1.383
H 1.404 2.383 -0.356
H 2.889 1.745 0.269
C -1.317 1.615 -0.545
C -1.850 -1.295 -1.358
C -1.007 0.663 0.579
C -1.521 -0.978 0.068
C -1.869 -1.736 1.100
O -1.136 0.918 1.764
H -0.723 1.354 -1.421
H -2.375 1.580 -0.803
H -1.085 2.629 -0.221
H -2.231 -2.315 -1.454
H -2.614 -0.622 -1.751
H -0.975 -1.184 -1.998
H -2.267 -2.736 0.970
H -1.704 -1.387 2.111
```

The orbital gap comes out at 8.88 eV.

Preferred: model i; penalty for the next structure: 166.6 kJ/mol.

Model i:
A structure of composition C27H22ClIN4O5Ta. Source: OMol25; level of theory: wB97M-V/def2-TZVPD.

The geometry in XYZ format:
```
61
C27H22ClIN4O5Ta, DFT wB97M-V/def2-TZVPD
Ta -0.186 -0.378 0.201
O 1.034 0.133 1.653
C 0.774 0.467 2.910
C 1.522 1.460 3.549
C 1.239 1.827 4.846
C 0.224 1.197 5.570
C -0.477 0.174 4.984
C -0.223 -0.205 3.656
C -0.827 -1.388 3.128
N -0.814 -1.719 1.884
C -1.082 -3.088 1.487
C 0.247 -3.628 0.958
N 0.888 -2.594 0.142
C 2.060 -2.831 -0.315
C 2.872 -1.920 -1.082
C 4.124 -2.346 -1.551
C 4.959 -1.488 -2.227
C 4.564 -0.165 -2.431
C 3.339 0.279 -1.978
C 2.475 -0.591 -1.315
O 1.291 -0.165 -0.895
H 2.318 1.939 2.992
H 1.819 2.610 5.318
H 0.006 1.498 6.586
H -1.244 -0.355 5.538
H -1.247 -2.087 3.853
H -1.835 -3.092 0.702
H -1.434 -3.699 2.320
H 0.086 -4.539 0.378
H 0.892 -3.883 1.803
H 2.524 -3.799 -0.106
H 4.432 -3.368 -1.363
H 5.918 -1.830 -2.591
H 5.229 0.516 -2.943
H 3.027 1.307 -2.113
N -0.632 -1.741 -2.826
C -2.089 -1.647 -2.834
C -2.682 -1.364 -1.444
O -3.862 -1.374 -1.252
O -1.792 -1.077 -0.496
H -0.248 -1.494 -3.730
H -0.338 -2.692 -2.640
H -2.599 -2.531 -3.221
H -2.392 -0.807 -3.461
Cl -3.508 5.719 -1.823
C -2.826 4.369 -0.993
C -3.001 4.246 0.359
C -2.457 3.153 1.050
I -2.666 2.952 3.118
C -1.751 2.166 0.396
O -1.224 1.111 0.999
C -1.547 2.311 -0.997
N -0.790 1.352 -1.582
C -0.553 1.429 -2.870
C -1.067 2.456 -3.674
C -1.826 3.442 -3.099
C -2.082 3.405 -1.714
H -3.563 4.994 0.900
H 0.080 0.655 -3.291
H -0.854 2.462 -4.734
H -2.226 4.257 -3.687
```

The orbital gap comes out at 7.29 eV. The total charge is +1.

Model ii:
A structure of composition C27H22ClIN4O5Ta. Source: OMol25; level of theory: wB97M-V/def2-TZVPD.

The geometry in XYZ format:
```
61
C27H22ClIN4O5Ta, DFT wB97M-V/def2-TZVPD
Ta -0.516 -0.419 -0.585
O 0.240 -1.614 0.712
C 1.360 -1.992 1.332
C 1.280 -2.852 2.422
C 2.446 -3.211 3.077
C 3.686 -2.732 2.663
C 3.759 -1.892 1.571
C 2.597 -1.510 0.889
C 2.706 -0.657 -0.265
N 1.742 -0.227 -0.994
C 2.137 0.589 -2.161
C 0.925 1.363 -2.658
N -0.176 0.405 -2.582
C -0.774 0.038 -3.666
C -1.627 -1.099 -3.795
C -2.406 -1.260 -4.954
C -3.166 -2.392 -5.121
C -3.128 -3.395 -4.149
C -2.340 -3.284 -3.020
C -1.590 -2.126 -2.831
O -0.820 -2.001 -1.749
H 0.317 -3.229 2.736
H 2.386 -3.879 3.926
H 4.586 -3.025 3.184
H 4.719 -1.525 1.227
H 3.727 -0.375 -0.531
H 2.475 -0.094 -2.944
H 2.960 1.255 -1.898
H 1.067 1.706 -3.683
H 0.706 2.222 -2.028
H -0.573 0.610 -4.574
H -2.409 -0.480 -5.705
H -3.783 -2.513 -6.000
H -3.729 -4.284 -4.284
H -2.312 -4.063 -2.273
N -1.766 -0.159 1.697
C -2.916 -1.044 1.540
C -3.322 -1.056 0.069
O -4.232 -1.673 -0.390
O -2.485 -0.297 -0.668
H -1.227 -0.348 2.534
H -2.065 0.811 1.732
H -3.790 -0.784 2.140
H -2.635 -2.065 1.806
Cl -0.048 6.234 3.239
C -0.111 4.803 2.268
C -0.834 4.811 1.116
C -0.904 3.650 0.300
I -2.026 3.730 -1.432
C -0.233 2.518 0.672
O -0.257 1.405 -0.055
C 0.529 2.488 1.884
N 1.144 1.321 2.201
C 1.833 1.284 3.313
C 1.974 2.380 4.190
C 1.353 3.557 3.880
C 0.593 3.639 2.694
H -1.359 5.706 0.815
H 2.318 0.342 3.552
H 2.562 2.272 5.090
H 1.431 4.420 4.526
```

The orbital gap comes out at 7.54 eV. The total charge is +1.

Preferred: model ii; penalty for the next structure: 18.2 kJ/mol.

Model i:
The ion C2H4NO with charge +1. Source: OMol25; level of theory: wB97M-V/def2-TZVPD.

The geometry in XYZ format:
```
8
C2H4NO, DFT wB97M-V/def2-TZVPD
C 0.004 0.054 0.025
C 1.375 -0.028 -0.043
N -1.123 0.204 0.181
O -2.345 0.195 -0.184
H -2.995 -0.413 0.410
H 1.375 0.328 -1.071
H 1.876 0.673 0.692
H 1.833 -1.013 -0.010
```

The orbital gap comes out at 12.36 eV. Its SMILES is CC#[N+]O. The total charge is +1.

Model ii:
The ion C2H4NO with charge +1. Source: OMol25; level of theory: wB97M-V/def2-TZVPD.

The geometry in XYZ format:
```
8
C2H4NO, DFT wB97M-V/def2-TZVPD
C 0.790 -0.596 0.191
C 0.113 0.548 -0.189
N -1.401 0.337 0.284
O -2.127 -0.414 -0.131
H 1.541 -0.570 0.968
H 0.179 0.874 -1.220
H 0.488 1.321 0.371
H 0.419 -1.500 -0.274
```

The orbital gap (spin up / spin down) comes out at 9.05 / 7.80 eV. The total charge is +1.

Model iii:
The ion C2H4NO with charge +1. Source: OMol25; level of theory: wB97M-V/def2-TZVPD.

The geometry in XYZ format:
```
8
C2H4NO, DFT wB97M-V/def2-TZVPD
C -1.585 -0.340 -0.033
C 0.839 0.387 -0.164
N -0.388 0.003 -0.120
O 1.813 -0.402 0.031
H -2.323 -0.581 -0.741
H -1.996 -0.378 1.024
H 0.920 1.435 -0.032
H 2.720 -0.124 0.037
```

The orbital gap comes out at 11.49 eV. Its SMILES is C=[N+]=CO. The total charge is +1.

Preferred: model iii; penalty for the next structure: 205.1 kJ/mol.